(one)
The following is a quantum chemistry calculation of a single C5H11NOS molecule, from the OMol25 dataset.

For the molecular weight, the calculation gives 133.216 g mol⁻¹. The HOMO-LUMO gap is 0.355 Eh.

XYZ file:
```
19
Properties=species:S:1:pos:R:3:lowdin_charge:R:1
C -1.024 0.356 0.155 -0.259
C 0.325 1.062 0.079 -0.325
C -1.010 -1.005 -0.487 -0.439
C -0.897 -0.956 -2.022 -0.064
C -1.033 -2.160 0.081 0.014
N 2.562 1.467 1.232 -0.206
O 0.666 1.921 2.669 -0.497
S 1.038 0.858 1.755 0.833
H -1.366 0.318 1.102 0.046
H -1.967 0.846 -0.355 0.162
H 0.244 2.175 -0.075 0.111
H 1.060 0.382 -0.607 0.140
H -1.943 -0.623 -2.432 0.122
H -0.080 -0.324 -2.130 0.026
H -0.708 -1.875 -2.562 0.067
H -1.064 -3.098 -0.615 0.103
H -1.099 -2.239 1.215 0.089
H 2.960 2.057 1.944 0.035
H 3.335 0.839 1.054 0.040
```

---

(two)
The following is a quantum chemistry calculation of a single C5H11NOS molecule, from the OMol25 dataset.

The structure (SMILES) is CC(=O)NCCCS. For the molecular weight, the calculation gives 133.216 g mol⁻¹. The HOMO-LUMO gap is 0.368 Eh.

XYZ file:
```
19
Properties=species:S:1:pos:R:3:lowdin_charge:R:1
C -1.671 1.504 2.027 -0.014
C -1.105 0.104 2.238 -0.546
O -1.500 -0.467 3.229 0.033
N -0.444 -0.637 1.266 0.081
C 0.030 -0.045 -0.092 -0.177
C 1.150 -0.843 -0.779 -0.248
C 1.533 -0.194 -2.112 -0.598
S 1.020 -0.956 -3.655 0.719
H -0.888 2.256 2.268 0.086
H -1.982 1.564 0.880 0.113
H -2.584 1.756 2.523 0.062
H -0.062 -1.517 1.517 0.114
H -0.759 -0.021 -0.796 0.094
H 0.395 0.995 0.062 0.125
H 2.030 -0.674 -0.020 0.145
H 0.992 -1.903 -0.964 0.097
H 1.197 0.769 -2.114 0.017
H 2.585 0.054 -2.238 0.070
H 0.062 -1.744 -3.241 -0.174
```

---

(two) comes first in stability; the runner-up is 1.966 eV higher.

---

(one)
The following is a quantum chemistry calculation of a molecular structure, C69H78N4O8SSr, from the OMol25 dataset.

Its total charge is -2. For the molecular weight, the calculation gives 1211.090 g mol⁻¹. The HOMO-LUMO gap is 0.228 Eh.

XYZ file:
```
161
Properties=species:S:1:pos:R:3:lowdin_charge:R:1
Sr 1.409 -0.124 0.202 1.580
C -1.984 1.126 0.118 0.022
O -0.545 1.309 0.073 -0.235
C -0.164 2.639 -0.031 -0.201
C 0.051 3.374 1.128 -0.094
C 0.221 2.714 2.503 -0.049
C -0.813 1.711 2.971 -0.149
C -1.995 2.143 3.561 -0.010
C -2.988 1.263 3.993 -0.196
C -2.729 -0.099 3.810 -0.009
C -1.560 -0.573 3.233 -0.130
C -1.357 -2.058 2.979 -0.068
C -2.051 -2.448 1.680 -0.114
C -3.430 -2.659 1.690 0.018
C -4.155 -2.878 0.527 -0.164
C -3.458 -2.850 -0.681 0.009
C -2.084 -2.651 -0.746 -0.109
C -1.412 -2.503 -2.105 -0.067
C -1.574 -1.079 -2.616 -0.131
C -2.762 -0.680 -3.209 -0.013
C -3.001 0.630 -3.626 -0.199
C -1.969 1.543 -3.401 -0.012
C -0.764 1.191 -2.803 -0.143
C 0.284 2.254 -2.524 -0.057
C 0.089 3.160 -1.303 -0.100
C 0.359 4.515 -1.393 0.010
C 0.444 5.335 -0.267 -0.166
C 0.322 4.736 0.982 0.022
C 0.750 6.825 -0.446 -0.562
C 0.812 7.566 0.891 -0.080
C -0.345 7.475 -1.305 -0.060
C 2.110 6.980 -1.145 -0.050
C -0.518 -0.153 -2.398 -0.346
O 0.594 -0.518 -1.828 -0.305
C -4.354 1.010 -4.229 -0.569
C -5.465 0.759 -3.200 -0.054
C -4.633 0.163 -5.477 -0.063
C -4.405 2.483 -4.631 -0.081
C -1.386 -2.502 0.457 -0.204
O -0.001 -2.442 0.428 -0.184
C 0.553 -3.737 0.712 -0.040
C -5.670 -3.102 0.531 -0.558
C -6.351 -1.963 -0.243 -0.046
C -5.995 -4.440 -0.145 -0.057
C -6.243 -3.126 1.947 -0.072
C -0.553 0.324 2.792 -0.344
O 0.537 -0.103 2.229 -0.296
C -4.315 1.720 4.603 -0.569
C -4.382 3.239 4.745 -0.082
C -4.500 1.098 5.994 -0.063
C -5.477 1.274 3.700 -0.056
H -2.407 1.666 0.959 0.093
H -2.165 0.059 0.249 0.101
H -2.432 1.457 -0.814 0.091
H 0.322 3.511 3.242 0.114
H 1.181 2.188 2.468 0.125
H -2.137 3.218 3.661 0.107
H -3.475 -0.832 4.124 0.103
H -1.779 -2.636 3.805 0.118
H -0.286 -2.245 2.916 0.105
H -3.930 -2.633 2.654 0.099
H -3.996 -2.969 -1.621 0.108
H -1.875 -3.197 -2.810 0.116
H -0.348 -2.723 -2.026 0.107
H -3.543 -1.432 -3.342 0.103
H -2.096 2.589 -3.677 0.108
H 0.403 2.895 -3.402 0.114
H 1.240 1.750 -2.352 0.093
H 0.554 4.926 -2.381 0.110
H 0.487 5.311 1.888 0.102
H -0.124 7.464 1.449 0.083
H 0.984 8.633 0.706 0.077
H 1.631 7.195 1.517 0.088
H -1.319 7.391 -0.810 0.086
H -0.423 6.990 -2.283 0.073
H -0.126 8.540 -1.464 0.077
H 2.885 6.431 -0.601 0.096
H 2.396 8.040 -1.197 0.077
H 2.080 6.585 -2.165 0.075
H -5.509 -0.297 -2.918 0.058
H -6.446 1.050 -3.601 0.078
H -5.275 1.336 -2.290 0.089
H -4.672 -0.903 -5.232 0.072
H -3.839 0.306 -6.217 0.086
H -5.591 0.444 -5.934 0.075
H -4.259 3.138 -3.765 0.085
H -5.384 2.709 -5.067 0.076
H -3.636 2.722 -5.375 0.084
H 0.252 -4.453 -0.057 0.100
H 0.207 -4.100 1.682 0.096
H 1.627 -3.636 0.712 0.049
H -6.019 -1.936 -1.285 0.063
H -6.107 -0.994 0.207 0.093
H -7.441 -2.089 -0.233 0.081
H -5.660 -4.453 -1.187 0.075
H -7.078 -4.620 -0.132 0.079
H -5.499 -5.264 0.378 0.088
H -6.046 -2.187 2.476 0.074
H -5.823 -3.948 2.536 0.087
H -7.329 -3.262 1.898 0.080
H -3.574 3.616 5.382 0.085
H -5.337 3.524 5.200 0.076
H -4.309 3.735 3.771 0.084
H -3.656 1.360 6.640 0.087
H -4.552 0.007 5.938 0.072
H -5.425 1.461 6.462 0.075
H -5.363 1.704 2.700 0.087
H -6.443 1.596 4.113 0.077
H -5.495 0.184 3.591 0.063
O 7.842 -0.951 3.735 -0.084
C 7.327 0.165 3.461 -0.698
O 7.744 1.325 3.674 -0.062
C 5.965 0.077 2.763 -0.111
C 5.128 -1.007 3.005 -0.023
C 3.911 -1.082 2.354 -0.176
N 3.497 -0.157 1.481 -0.026
C 4.285 0.906 1.255 -0.172
C 5.519 1.053 1.878 0.053
C 3.733 1.967 0.276 -0.583
O 4.380 3.014 0.141 -0.014
O 2.635 1.652 -0.311 -0.227
H 5.453 -1.777 3.693 0.105
H 3.221 -1.910 2.535 0.105
H 6.122 1.928 1.681 0.120
C 6.009 2.672 -2.311 -0.018
N 5.198 1.498 -2.626 -0.118
C 4.059 1.479 -3.396 -0.083
C 3.600 0.190 -3.356 -0.146
N 4.439 -0.583 -2.580 0.051
C 5.374 0.239 -2.152 -0.169
H 6.087 3.299 -3.197 0.080
H 7.005 2.345 -2.019 0.088
H 5.559 3.225 -1.490 0.058
H 3.680 2.372 -3.873 0.114
H 2.710 -0.230 -3.807 0.096
H 6.190 -0.020 -1.485 0.135
N 3.327 -2.441 -0.445 -0.321
S 4.587 -3.210 0.025 1.004
C 4.134 -4.886 0.544 -0.388
C 4.188 -5.149 1.904 -0.081
C 3.673 -6.347 2.395 -0.081
C 3.106 -7.264 1.522 -0.095
C 3.070 -6.997 0.152 -0.084
C 3.581 -5.804 -0.338 -0.078
C 5.634 -3.747 -1.335 -0.385
C 5.293 -3.492 -2.650 -0.088
C 6.105 -3.991 -3.668 -0.076
C 7.244 -4.723 -3.361 -0.100
C 7.594 -4.945 -2.029 -0.090
C 6.790 -4.455 -1.012 -0.085
H 2.950 -2.689 -1.365 0.016
H 4.621 -4.411 2.578 0.109
H 3.705 -6.553 3.457 0.101
H 2.681 -8.185 1.904 0.096
H 2.639 -7.720 -0.532 0.099
H 3.540 -5.583 -1.402 0.117
H 4.440 -2.861 -2.870 0.076
H 5.845 -3.796 -4.702 0.102
H 7.870 -5.110 -4.156 0.093
H 8.494 -5.501 -1.787 0.098
H 7.054 -4.620 0.032 0.118
```

---

(two)
The following is a quantum chemistry calculation of a molecular structure, C69H78N4O8SSr, from the OMol25 dataset.

Its total charge is -2. For the molecular weight, the calculation gives 1211.090 g mol⁻¹. The HOMO-LUMO gap is 0.234 Eh.

XYZ file:
```
161
Properties=species:S:1:pos:R:3:lowdin_charge:R:1
Sr 1.332 0.629 0.299 1.608
C -2.068 -0.595 -0.263 -0.008
O -0.657 -0.668 -0.318 -0.216
C -0.173 -1.787 -0.964 -0.192
C 0.167 -2.926 -0.225 -0.112
C 0.194 -2.967 1.283 -0.071
C -0.819 -2.181 2.059 -0.148
C -2.035 -2.742 2.386 -0.026
C -3.008 -2.063 3.120 -0.199
C -2.679 -0.779 3.532 -0.001
C -1.464 -0.190 3.235 -0.125
C -1.179 1.232 3.666 -0.070
C -1.845 2.147 2.676 -0.116
C -3.200 2.424 2.816 0.020
C -3.907 3.146 1.868 -0.163
C -3.210 3.582 0.749 0.012
C -1.857 3.323 0.567 -0.108
C -1.195 3.705 -0.727 -0.061
C -1.531 2.637 -1.746 -0.126
C -2.747 2.653 -2.401 -0.001
C -3.123 1.660 -3.296 -0.195
C -2.209 0.629 -3.513 -0.021
C -0.980 0.583 -2.886 -0.149
C 0.006 -0.508 -3.202 -0.062
C 0.085 -1.746 -2.336 -0.094
C 0.632 -2.868 -2.952 0.014
C 0.941 -4.023 -2.256 -0.175
C 0.696 -4.026 -0.889 -0.001
C 1.619 -5.220 -2.909 -0.554
C 0.824 -6.498 -2.616 -0.053
C 3.039 -5.344 -2.335 -0.043
C 1.740 -5.074 -4.428 -0.069
C -0.590 1.599 -1.968 -0.341
O 0.554 1.574 -1.382 -0.333
C -4.471 1.646 -4.003 -0.561
C -4.257 1.631 -5.523 -0.057
C -5.247 0.388 -3.586 -0.052
C -5.332 2.866 -3.660 -0.069
C -1.162 2.613 1.550 -0.175
O 0.193 2.365 1.404 -0.266
C 0.995 3.273 2.138 -0.033
C -5.399 3.427 1.994 -0.550
C -5.642 4.942 1.983 -0.051
C -6.135 2.792 0.805 -0.042
C -6.007 2.866 3.285 -0.066
C -0.473 -0.861 2.469 -0.348
O 0.658 -0.330 2.186 -0.278
C -4.346 -2.731 3.410 -0.559
C -4.118 -3.994 4.250 -0.058
C -5.016 -3.126 2.085 -0.054
C -5.316 -1.823 4.173 -0.071
H -2.482 -1.394 0.364 0.092
H -2.315 0.371 0.179 0.110
H -2.507 -0.650 -1.266 0.099
H 0.177 -4.017 1.597 0.125
H 1.169 -2.557 1.561 0.078
H -2.228 -3.751 2.038 0.115
H -3.386 -0.204 4.113 0.094
H -1.568 1.417 4.672 0.124
H -0.098 1.363 3.650 0.107
H -3.701 2.040 3.690 0.097
H -3.722 4.138 -0.023 0.107
H -1.571 4.675 -1.062 0.124
H -0.110 3.732 -0.615 0.110
H -3.411 3.480 -2.203 0.094
H -2.464 -0.179 -4.191 0.113
H -0.141 -0.835 -4.237 0.120
H 1.005 -0.064 -3.133 0.102
H 0.854 -2.790 -4.004 0.103
H 0.966 -4.888 -0.292 0.109
H 0.761 -6.686 -1.548 0.071
H -0.187 -6.406 -3.009 0.087
H 1.301 -7.357 -3.088 0.076
H 3.015 -5.520 -1.262 0.065
H 3.574 -6.168 -2.808 0.079
H 3.589 -4.423 -2.517 0.089
H 0.761 -4.961 -4.888 0.085
H 2.354 -4.215 -4.681 0.080
H 2.212 -5.964 -4.842 0.077
H -3.664 0.771 -5.822 0.070
H -5.214 1.590 -6.044 0.074
H -3.726 2.528 -5.832 0.085
H -4.714 -0.510 -3.887 0.074
H -5.366 0.367 -2.505 0.083
H -6.235 0.374 -4.046 0.074
H -4.821 3.787 -3.929 0.082
H -6.270 2.820 -4.213 0.077
H -5.567 2.887 -2.599 0.066
H 0.632 3.400 3.164 0.105
H 1.997 2.854 2.155 0.086
H 1.023 4.255 1.647 0.108
H -5.238 5.396 1.084 0.074
H -6.711 5.151 2.024 0.077
H -5.163 5.404 2.842 0.087
H -5.762 3.180 -0.138 0.062
H -5.994 1.714 0.808 0.088
H -7.202 3.006 0.869 0.079
H -5.520 3.287 4.161 0.084
H -7.065 3.122 3.329 0.079
H -5.923 1.783 3.317 0.072
H -3.467 -4.688 3.726 0.072
H -3.646 -3.738 5.196 0.084
H -5.064 -4.495 4.457 0.073
H -4.394 -3.822 1.530 0.072
H -5.981 -3.601 2.266 0.074
H -5.174 -2.247 1.465 0.084
H -4.900 -1.518 5.130 0.080
H -5.551 -0.935 3.590 0.072
H -6.247 -2.356 4.367 0.076
O 4.988 8.155 1.367 -0.069
C 5.092 7.034 1.889 -0.718
O 5.646 6.708 2.945 -0.053
C 4.414 5.871 1.088 -0.100
C 3.522 6.170 0.063 -0.022
C 2.960 5.137 -0.663 -0.157
N 3.202 3.854 -0.428 0.090
C 4.050 3.557 0.557 -0.210
C 4.681 4.529 1.326 0.050
C 4.323 2.087 0.820 -0.593
O 5.467 1.738 1.104 0.049
O 3.313 1.319 0.748 -0.367
H 3.310 7.208 -0.153 0.102
H 2.283 5.328 -1.491 0.100
H 5.380 4.239 2.096 0.121
C 4.912 2.797 -3.041 -0.009
N 4.662 1.414 -3.328 -0.119
C 5.435 0.574 -4.078 -0.100
C 4.784 -0.627 -4.087 -0.176
N 3.637 -0.537 -3.365 0.062
C 3.594 0.696 -2.921 -0.174
H 5.971 2.947 -2.824 0.097
H 4.316 3.092 -2.174 0.065
H 4.632 3.426 -3.893 0.092
H 6.363 0.877 -4.520 0.104
H 5.076 -1.551 -4.551 0.083
H 2.823 1.106 -2.296 0.112
N 2.603 -1.261 -0.009 -0.426
S 3.367 -1.018 1.324 1.055
C 3.437 -2.658 2.189 -0.363
C 3.691 -3.858 1.547 -0.078
C 3.659 -5.045 2.257 -0.086
C 3.379 -5.036 3.614 -0.100
C 3.133 -3.836 4.260 -0.082
C 3.160 -2.650 3.548 -0.085
C 5.133 -1.108 0.921 -0.350
C 5.519 -0.807 -0.371 -0.075
C 6.861 -0.754 -0.698 -0.069
C 7.816 -1.023 0.268 -0.094
C 7.424 -1.356 1.554 -0.084
C 6.081 -1.394 1.885 -0.076
H 2.966 -2.006 -0.589 0.034
H 3.909 -3.863 0.487 0.106
H 3.860 -5.981 1.752 0.098
H 3.365 -5.964 4.169 0.093
H 2.920 -3.827 5.320 0.099
H 2.955 -1.710 4.038 0.116
H 4.754 -0.574 -1.096 0.078
H 7.166 -0.489 -1.702 0.095
H 8.868 -0.942 0.029 0.094
H 8.170 -1.577 2.306 0.096
H 5.769 -1.629 2.893 0.109
```

---

(one) comes first in stability; the runner-up is 1.085 eV higher.